# C21H20IrN5O4S2

C21H20IrN5O4S2 as an isolated structure (the ωB97M-V functional and the def2-TZVPD basis, the Open Molecules 2025 dataset).

Values from the calculation:
Energy relative to the best compared isomer or geometry (same formula, charge and spin), kJ/mol: 548.64
⟨S²⟩: 0.796
E_HOMO (spin up / spin down), hartree: -0.3468 / -0.3453
Orbital gap (spin up / spin down), eV: 3.17 / 3.65
Spin multiplicity: 2
Total energy, eV: -62241.086
Charge: +1
LUMO energy (spin up / spin down), eV: -6.27 / -5.75

Positions of all 53 atoms, in Å:
Ir1 0.065 -0.463 -0.597
O1 -0.441 -0.958 3.941
C1 -0.521 -0.661 2.658
O2 -0.349 -1.477 1.773
C2 -0.870 0.754 2.362
C3 -1.377 1.655 3.291
C4 -1.742 2.921 2.844
C5 -1.581 3.242 1.505
C6 -1.043 2.278 0.656
N1 -0.710 1.077 1.078
C7 -0.852 2.552 -0.859
O3 -1.311 3.583 -1.301
O4 -0.229 1.646 -1.480
H1 -0.241 -1.900 4.088
H2 -1.490 1.361 4.324
H3 -2.156 3.641 3.534
H4 -1.845 4.203 1.087
C8 3.570 -2.936 -4.236
S1 1.951 -2.470 -4.905
C9 1.224 -1.646 -3.567
S2 2.078 -1.271 -2.122
N2 -0.014 -1.300 -3.746
N3 -0.742 -0.878 -2.758
C10 -1.888 -0.318 -2.975
C11 -2.754 -0.076 -1.863
C12 -3.996 0.548 -2.022
C13 -4.837 0.649 -0.931
C14 -4.439 0.080 0.272
C15 -3.177 -0.490 0.351
N4 -2.337 -0.536 -0.668
H5 4.075 -3.491 -5.020
H6 3.434 -3.564 -3.359
H7 4.132 -2.043 -3.989
H8 -2.216 -0.077 -3.980
H9 -4.274 0.932 -2.991
H10 -5.790 1.149 -1.020
H11 -5.090 0.069 1.130
H12 -2.840 -0.939 1.274
C16 2.277 2.125 0.748
C17 2.589 0.756 1.177
C18 3.604 0.370 2.113
C19 3.613 -0.995 2.136
C20 2.598 -1.419 1.222
C21 2.273 -2.789 0.801
N5 1.984 -0.339 0.689
H13 3.193 2.687 0.579
H14 1.729 2.649 1.532
H15 1.674 2.114 -0.157
H16 4.228 1.049 2.660
H17 4.252 -1.638 2.708
H18 2.468 -3.513 1.590
H19 2.909 -3.050 -0.051
H20 1.234 -2.853 0.471

Forces on the atoms, in the same order (eV/Å):
0.83 1.33 -0.62
-0.15 0.30 0.41
0.33 -0.95 -0.19
-0.41 0.00 0.50
0.00 0.14 0.37
0.22 -0.38 -0.33
0.01 0.10 -0.28
0.10 -0.28 0.28
-0.02 0.37 -0.96
0.42 -1.04 -0.48
-0.48 0.51 1.09
-0.10 0.13 -0.04
0.60 -1.42 -0.71
0.03 0.20 -0.33
0.03 -0.03 0.00
0.00 0.05 0.06
0.00 -0.01 -0.03
-0.31 0.20 0.13
0.18 0.07 0.09
-0.78 0.52 0.25
-1.28 0.32 1.74
0.34 -0.89 -1.48
0.43 1.12 2.31
0.60 -0.11 -0.13
-0.67 0.49 0.19
0.53 -0.36 -0.02
0.09 -0.08 0.20
0.11 -0.03 -0.37
-0.17 -0.15 0.75
1.64 0.30 -0.39
-0.02 0.00 -0.06
0.08 -0.05 -0.02
0.19 0.01 -0.01
0.16 -0.28 -0.07
-0.01 0.03 -0.04
-0.08 0.00 0.00
0.00 0.01 0.13
0.10 0.04 0.03
-0.29 0.47 0.07
1.85 1.37 1.53
-1.68 1.81 -1.66
-1.81 -1.68 -1.44
1.07 -0.92 1.40
0.14 -0.43 -0.42
-1.73 -0.66 -1.42
-0.03 0.05 -0.13
-0.15 0.25 0.00
0.12 0.16 -0.09
0.08 0.22 0.04
0.09 -0.29 0.06
-0.14 -0.01 0.02
-0.12 -0.30 -0.02
0.03 -0.25 0.10

These are the Löwdin partial charges, in e, on atoms 1 to 5: 1.384 0.174 -0.465 0.020 -0.177

# C21H20N5OsS

C21H20N5OsS as an isolated structure (the ωB97M-V functional and the def2-TZVPD basis, the Open Molecules 2025 dataset).

Values from the calculation:
Energy relative to the best compared isomer or geometry (same formula, charge and spin), kJ/mol: 229.18
E_HOMO (spin up / spin down), hartree: -0.3982 / -0.3945
Orbital gap (spin up / spin down), eV: 6.57 / 6.47
Total energy, eV: -42845.353
Charge: +1
LUMO energy (spin up / spin down), eV: -4.26 / -4.27

Positions of all 48 atoms, in Å:
Os1 -0.738 -1.285 -0.948
C1 4.357 -1.148 1.398
C2 3.321 -2.057 1.566
C3 2.050 -1.753 1.105
C4 1.837 -0.529 0.482
C5 2.865 0.387 0.298
C6 4.129 0.068 0.764
N1 0.522 -0.261 0.004
N2 0.102 0.965 -0.166
C7 -2.193 0.796 -0.237
C8 -3.060 1.795 0.133
C9 -4.107 1.410 0.974
C10 -4.236 0.090 1.393
C11 -3.336 -0.899 0.987
C12 -2.302 -0.524 0.146
H1 5.348 -1.388 1.759
H2 3.499 -3.001 2.063
H3 1.221 -2.437 1.237
H4 2.678 1.323 -0.212
H5 4.941 0.768 0.626
H6 -2.950 2.818 -0.203
H7 -4.827 2.150 1.298
H8 -5.056 -0.181 2.046
H9 -3.464 -1.920 1.325
N3 -0.964 0.858 -1.079
C13 0.193 1.984 0.827
C14 0.165 3.301 0.390
C15 0.212 4.316 1.329
C16 0.295 4.010 2.682
C17 0.317 2.686 3.101
C18 0.256 1.659 2.174
H10 0.104 3.514 -0.670
H11 0.190 5.348 1.006
H12 0.333 4.805 3.414
H13 0.360 2.450 4.155
H14 0.230 0.624 2.491
S1 -0.874 -3.659 -0.379
C19 -0.482 -3.076 -1.916
N4 -1.379 -2.810 -2.932
C20 -0.695 -2.449 -4.180
C21 0.691 -2.004 -3.699
N5 0.691 -2.384 -2.269
H15 -2.247 -3.325 -2.939
H16 -1.222 -1.648 -4.691
H17 -0.642 -3.316 -4.839
H18 0.821 -0.929 -3.780
H19 1.495 -2.505 -4.236
H20 1.550 -2.638 -1.798

Forces on the atoms, in the same order (eV/Å):
-0.87 0.19 0.25
0.00 -0.01 0.00
0.01 0.03 -0.02
0.02 0.04 0.03
-0.09 -0.17 0.15
-0.02 -0.01 -0.04
0.01 -0.01 0.01
0.43 -0.08 0.09
-0.25 0.18 0.21
0.13 0.07 -0.32
-0.12 0.08 0.09
0.10 0.01 -0.08
0.05 -0.09 -0.01
-0.13 0.04 0.05
0.08 0.02 -0.11
0.00 0.01 0.00
0.01 0.00 0.00
0.03 0.01 -0.01
0.02 0.01 0.01
0.00 0.00 0.00
0.01 -0.01 -0.01
-0.02 -0.02 0.01
0.00 0.03 0.01
0.00 0.00 -0.01
-0.13 -0.28 0.28
0.08 0.21 -0.14
0.00 -0.03 -0.02
0.01 0.01 0.04
0.00 0.02 -0.04
-0.01 -0.03 0.01
-0.02 -0.01 0.01
0.00 -0.01 0.00
0.00 0.00 0.00
0.00 0.00 0.00
0.00 0.00 0.00
0.01 0.00 0.00
0.28 0.02 -0.05
0.20 -0.04 -0.12
-0.17 0.35 0.27
-0.12 -0.09 -0.12
0.23 -0.09 -0.01
0.24 -0.21 -0.27
-0.01 0.00 -0.03
-0.05 -0.02 0.03
0.03 0.01 -0.01
0.04 0.01 0.00
-0.03 -0.04 -0.01
0.03 -0.08 -0.11

These are the Löwdin partial charges, in e, on atoms 1 to 5: 1.295 -0.057 -0.055 -0.036 -0.253